[1]
{
  "formula": "CH4N4",
  "method": "the ωB97M-V functional and the def2-TZVPD basis",
  "symbols": ["C", "N", "N", "N", "N", "H", "H", "H", "H"],
  "coordinates": [[-0.40953, 1.09109, -0.13194], [1.05107, 1.01697, 0.19539], [1.41683, -0.17814, 0.06521], [-0.82080, -0.68869, -0.05369], [0.53118, -1.09630, 0.01547], [-0.91725, 1.63607, 0.64220], [-0.43985, 1.17741, -1.20835], [-1.09185, -0.95030, 0.91363], [0.68021, -2.00811, -0.43792]],
  "atomic_forces_ev_per_a": [[1.55, -4.53, 0.99], [-1.60, -1.03, -0.83], [3.06, 1.18, 0.53], [0.15, 3.02, 1.04], [-1.56, -1.78, -1.08], [-0.75, 0.35, -0.50], [-0.90, 0.96, 0.05], [-0.63, 0.82, -0.58], [0.68, 1.02, 0.37]],
  "gap_ev": 10.0034,
  "smiles": "C1N=NNN1",
  "total_charge": 0,
  "energy_ev": -7058.084
}

***

[2]
{
  "formula": "C5H6O",
  "method": "the ωB97M-V functional and the def2-TZVPD basis",
  "symbols": ["O", "C", "C", "C", "C", "C", "H", "H", "H", "H", "H", "H"],
  "coordinates": [[-1.35408, -1.05568, -0.33396], [-0.44362, -0.69228, 0.65926], [-0.34299, 0.90010, 0.63829], [0.45406, 0.98340, -0.66937], [1.33592, -0.02954, -0.61651], [1.10349, -0.97183, 0.29644], [-0.80406, -1.16000, 1.58484], [0.22768, 1.26206, 1.49815], [-1.32223, 1.40159, 0.62704], [-1.08313, -0.50780, -1.09164], [0.18709, 1.58819, -1.53117], [1.86831, -1.50200, 0.88021]],
  "atomic_forces_ev_per_a": [[0.05, 0.00, -0.15], [0.59, -0.16, 0.21], [0.07, 0.05, 0.09], [0.38, 0.13, 0.10], [-0.01, 0.14, 0.03], [-0.55, 0.36, 0.09], [0.29, 0.13, -0.13], [-0.07, -0.02, -0.09], [0.21, -0.20, -0.04], [-0.29, -0.45, -0.08], [0.00, -0.08, 0.15], [-0.67, 0.11, -0.16]],
  "gap_ev": [8.1020, 8.1088],
  "smiles": "O[C@H]1C=C=CC1",
  "total_charge": 0,
  "energy_ev": -7325.178
}

***

[3]
{
  "formula": "C5H5Br2F3NO2PtTe",
  "method": "the ωB97M-V functional and the def2-TZVPD basis",
  "symbols": ["Pt", "Br", "C", "Br", "H", "H", "C", "C", "N", "H", "H", "H", "F", "C", "F", "F", "C", "O", "O", "Te"],
  "coordinates": [[1.27319, -0.71753, -0.86921], [3.81478, -0.72737, -1.42768], [1.48366, -0.33430, 1.21390], [0.00822, 0.72101, 2.03640], [2.36838, 0.26636, 1.40980], [1.51997, -1.24352, 1.80524], [1.26427, 3.93868, 0.01719], [1.21317, 2.62071, -0.60066], [1.18197, 1.56427, -1.03705], [0.70671, 3.91501, 0.95242], [0.82277, 4.67968, -0.64670], [2.29846, 4.20856, 0.22115], [-3.48982, -3.57549, 0.37046], [-3.24641, -2.32284, -0.03103], [-4.12279, -2.03880, -1.01473], [-3.51144, -1.50725, 0.99582], [-1.79977, -2.09949, -0.54840], [-1.12622, -3.19718, -0.61311], [-1.48697, -0.96906, -0.84454], [0.82786, -3.18146, -1.38926]],
  "atomic_forces_ev_per_a": [[0.00, 0.14, 0.27], [0.02, 0.00, -0.02], [-0.05, -0.02, -0.14], [-0.01, 0.00, 0.06], [0.05, -0.01, -0.05], [-0.04, -0.03, 0.02], [-0.06, -0.03, -0.07], [0.04, 0.13, 0.16], [0.02, -0.09, -0.22], [0.00, -0.06, 0.01], [0.01, 0.01, 0.00], [0.01, -0.01, 0.00], [-0.02, 0.03, 0.00], [0.07, 0.00, -0.05], [-0.01, -0.02, 0.05], [-0.03, -0.01, -0.01], [0.06, -0.13, -0.06], [-0.03, 0.09, 0.00], [0.01, 0.02, 0.02], [-0.05, -0.01, 0.02]],
  "gap_ev": [5.8527, 7.0247],
  "total_charge": -1,
  "energy_ev": -169630.450,
  "spin_multiplicity": 3
}

***

[4]
{
  "formula": "C6H11N4",
  "method": "the ωB97M-V functional and the def2-TZVPD basis",
  "symbols": ["C", "C", "C", "C", "C", "C", "N", "N", "N", "N", "H", "H", "H", "H", "H", "H", "H", "H", "H", "H", "H"],
  "coordinates": [[-1.24476, 2.00018, -0.21017], [-0.69314, 1.44340, 0.80874], [1.01085, 0.49255, 2.08140], [-1.61022, 1.78577, -2.43361], [1.52432, -1.12610, 0.38269], [-0.19074, -2.49792, -0.64083], [-1.10907, 1.29868, -1.40203], [-0.33885, 0.55017, 1.58216], [1.90225, -0.09287, 1.13697], [0.31853, -1.57938, 0.40704], [-1.69435, 3.00960, -0.17904], [1.40890, 1.43599, 2.17830], [0.95236, -0.18583, 2.92585], [-2.19326, 2.70830, -2.37371], [-1.58562, 1.10070, -3.22717], [2.19538, -1.56651, -0.30145], [0.62033, -3.03226, -1.11712], [-0.88984, -3.23847, -0.11053], [-0.75423, -1.94775, -1.37334], [2.72115, 0.31253, 0.96587], [-0.34999, -0.87079, 0.89997]],
  "atomic_forces_ev_per_a": [[-0.66, 2.24, -0.72], [0.43, -1.59, 1.15], [-0.50, -1.74, -0.07], [-1.12, 0.51, 0.38], [-0.24, 0.78, 0.43], [-1.12, -1.12, 1.95], [1.11, -0.90, 1.19], [-0.99, 1.55, 0.00], [-3.47, -3.35, -0.74], [-1.15, 0.54, -0.26], [0.05, -0.63, 0.12], [0.61, 2.18, 1.42], [0.34, 0.54, 0.66], [0.14, 0.05, -0.63], [-0.11, -0.08, -1.77], [1.03, -0.29, -0.58], [0.19, -0.07, 0.04], [1.10, 0.99, -0.99], [-0.18, 0.33, -0.22], [4.09, 1.84, -0.73], [0.45, -1.79, -0.63]],
  "gap_ev": 9.4421,
  "smiles": "C=NC=C=NCN/C=[NH+]/C",
  "total_charge": 1,
  "energy_ev": -12351.286
}

***

We obtain energy above the lowest of the compared OMol25 structures with the same formula, charge and spin values of 4.901, 4.106, 0.512, 3.180 eV for the records listed above, in that order.
We obtain F_max values of 4.891, 0.694, 0.300, 4.878 eV/A for the records listed above, in that order.